# C18H31N4O4PPdS

A structure of composition C18H31N4O4PPdS (the ωB97M-V functional and the def2-TZVPD basis, OMol25).

XYZ file:
```
60
Properties=species:S:1:pos:R:3:forces:R:3
Pd 0.8346 1.1198 -1.9858 0.30 -0.49 -0.30
C 0.6975 4.8010 3.9929 -0.01 -0.02 0.01
C -0.5371 4.4635 3.1644 0.01 0.01 -0.04
N -0.4416 4.9417 1.7984 -0.03 0.04 0.06
C 0.0960 4.1335 0.7924 -0.05 0.04 0.28
S -0.4014 4.4705 -0.7919 -0.14 0.20 -0.35
N 0.9249 3.2202 1.2516 0.14 -0.21 0.02
N 1.3651 2.3561 0.2857 -0.16 0.22 0.16
C 2.3002 1.5557 0.6262 0.04 -0.10 -0.16
C 2.8877 1.4992 2.0066 0.05 0.00 0.06
C 2.7063 0.5971 -0.4343 0.06 0.26 -0.13
C 3.0036 -0.7209 -0.1467 0.01 -0.06 0.16
C 3.3020 -1.6129 -1.1808 -0.01 -0.11 -0.02
C 3.2294 -1.1480 -2.4717 0.11 -0.04 0.00
C 2.9697 0.2130 -2.6952 -0.35 0.09 -0.27
N 2.8104 1.1344 -1.7067 0.44 0.06 0.59
H 0.5905 4.4353 5.0197 0.02 0.00 0.00
H 0.8580 5.8812 4.0190 -0.01 0.01 0.01
H 1.5676 4.3322 3.5353 -0.01 -0.01 0.01
H -1.4204 4.9298 3.6133 0.00 -0.01 0.02
H -0.6845 3.3776 3.1716 0.00 0.02 0.01
H -1.2289 5.4575 1.4420 0.00 -0.01 0.01
H 3.1017 2.5096 2.3575 0.00 -0.01 -0.01
H 3.7967 0.8979 2.0331 0.00 -0.01 -0.02
H 2.1606 1.0759 2.7083 0.01 0.01 0.02
H 2.9552 -1.0609 0.8817 0.00 0.01 -0.01
H 3.5214 -2.6534 -0.9704 0.00 0.00 0.01
H 3.3898 -1.8058 -3.3178 -0.01 0.03 -0.02
H 3.1005 0.6231 -3.6906 0.00 0.00 0.01
C -2.3111 -3.9648 -1.6707 -0.02 -0.10 0.01
C -0.9151 -3.5723 -2.1451 0.02 0.04 0.06
C 0.1024 -3.7546 -1.0219 0.04 -0.02 0.05
C -0.5145 -4.4173 -3.3519 -0.01 0.01 0.00
O -0.8396 -2.2268 -2.6065 0.06 -0.01 -0.03
P -1.6847 -0.9589 -2.0513 -0.45 -0.07 0.07
O -3.1497 -1.1661 -2.2476 0.16 0.02 0.04
O -1.0312 0.2430 -2.6388 -0.30 0.24 -0.16
O -1.3188 -1.1011 -0.4696 0.10 0.08 0.03
C -1.9295 -0.3156 0.5750 0.06 -0.08 -0.10
C -3.2109 -1.0298 0.9920 -0.06 0.06 0.08
C -0.9075 -0.3173 1.7053 -0.01 -0.04 0.01
C -2.2145 1.1161 0.1389 -0.01 -0.02 0.00
H -2.3025 -5.0277 -1.4063 -0.03 0.01 0.00
H -3.0510 -3.7826 -2.4487 0.00 0.00 -0.02
H -2.6074 -3.3811 -0.8005 0.03 -0.02 -0.01
H 0.1647 -4.8084 -0.7328 0.01 -0.02 0.01
H -0.1814 -3.1554 -0.1571 0.01 -0.02 -0.04
H 1.0824 -3.4120 -1.3573 0.00 -0.01 -0.01
H -0.4875 -5.4788 -3.0914 0.00 0.00 0.00
H 0.4724 -4.1103 -3.7022 0.00 0.00 0.01
H -1.2297 -4.2665 -4.1620 -0.01 0.00 0.00
H -2.9814 -2.0376 1.3499 0.01 0.00 0.00
H -3.8811 -1.1037 0.1350 0.01 0.01 -0.01
H -3.7008 -0.4754 1.7984 -0.03 -0.03 -0.01
H -0.6483 -1.3452 1.9753 -0.01 0.01 0.00
H -1.3124 0.1900 2.5850 0.00 0.01 0.00
H -0.0049 0.2032 1.3854 0.02 0.02 -0.03
H -2.9531 1.1398 -0.6628 0.00 0.00 -0.02
H -1.3080 1.6091 -0.2142 0.00 0.01 -0.01
H -2.6007 1.6844 0.9911 0.01 -0.02 -0.01
```
Positions in Å, forces in eV/Å.

Summary:
Net charge: -2
Energy above the lowest of the compared OMol25 structures with the same formula, charge and spin in kcal/mol: 0.0
Electronic energy in eV: -56927.257
2S+1: 1
HOMO-LUMO gap in eV: 5.32
Highest occupied orbital energy in eV: -0.48
M in g mol⁻¹: 536.93


# F4P2S4

An isolated molecule of F4P2S4 in a non-equilibrium geometry (the ωB97M-V functional and the def2-TZVPD basis, OMol25).

XYZ file:
```
10
Properties=species:S:1:pos:R:3:forces:R:3
F 4.1610 -0.3029 -0.5232 -0.42 -0.10 -0.36
P 2.6956 -0.7832 -0.0523 1.76 -0.83 0.37
F 3.2074 -0.9308 1.4599 -0.56 -0.09 -0.01
S 1.7743 1.0278 0.0796 -1.21 0.91 -0.32
S 0.1182 0.4695 -1.3576 -0.79 0.38 1.07
S -0.2392 -1.3992 -1.2277 0.16 -0.09 -0.26
S -1.5684 1.5734 -0.2927 0.30 -0.93 -0.06
P -2.8563 -0.1669 0.1990 -0.29 0.87 0.57
F -4.2634 0.5440 -0.0784 0.49 -0.09 -0.29
F -3.0292 -0.0317 1.7934 0.56 -0.02 -0.70
```
Positions in Å, forces in eV/Å.

Summary:
Energy above the lowest of the compared OMol25 structures with the same formula, charge and spin in kcal/mol: 0.0
Electronic energy in eV: -72791.709
2S+1: 1
HOMO-LUMO gap in eV: 7.76
Highest occupied orbital energy in eV: -9.57
SMILES: FP(F)SS(=S)#S#P(F)F
M in g mol⁻¹: 266.21


# C6H6N

The ion C6H6N with charge +1 in a non-equilibrium geometry (the ωB97M-V functional and the def2-TZVPD basis, OMol25).

XYZ file:
```
13
Properties=species:S:1:pos:R:3:forces:R:3
C 2.6326 -0.6463 0.1701 5.55 0.60 -1.24
C 1.4625 -0.7465 -0.1831 -5.00 1.05 0.25
C 0.1145 -0.5802 -0.0672 3.95 -0.61 -0.97
C -0.7423 -1.5626 -0.2215 -6.38 -2.52 0.32
N -1.9472 -1.6456 -0.0435 3.19 -3.05 -0.63
C -0.6348 0.6110 0.0932 -3.75 0.37 -0.28
C -1.9732 0.7484 -0.0670 1.15 -1.29 -0.30
H 3.0287 -1.4047 0.7651 0.15 -1.08 2.33
H 3.5501 -0.2319 -0.2971 -1.03 0.21 -0.44
H -2.4913 -2.1699 0.6426 -0.12 0.18 -0.21
H -0.0135 1.3719 -0.1152 1.76 3.49 0.22
H -2.6643 -0.0599 -0.4204 0.73 0.77 0.78
H -2.4991 1.6456 -0.0759 -0.21 1.86 0.16
```
Positions in Å, forces in eV/Å.

Summary:
Net charge: +1
Energy above the lowest of the compared OMol25 structures with the same formula, charge and spin in kcal/mol: 99.7
Electronic energy in eV: -7795.420
2S+1: 1
HOMO-LUMO gap (alpha / beta) in eV: 7.88 / 7.88
Highest occupied orbital energy (alpha / beta) in eV: -13.66 / -13.66
SMILES: C=C=C(C#[NH+])C=C
M in g mol⁻¹: 92.12


# C30H16BrCl4F6N5O8S2Ti

A structure of composition C30H16BrCl4F6N5O8S2Ti (the ωB97M-V functional and the def2-TZVPD basis, OMol25).

XYZ file:
```
73
Properties=species:S:1:pos:R:3:forces:R:3
Ti 0.1194 -0.1449 -0.1221 -0.25 -0.39 0.57
Br -6.1686 3.7075 -1.2459 -0.03 0.01 -0.01
C -4.5809 2.8549 -0.6787 0.03 -0.09 -0.01
C -3.6106 3.5922 0.0013 0.07 0.03 0.04
C -2.4467 2.9888 0.4305 -0.13 0.01 -0.13
C -2.2277 1.6366 0.1583 0.30 -0.13 0.03
O -1.1090 1.0600 0.5842 -0.12 0.20 -0.01
C -3.2052 0.8967 -0.5226 -0.10 -0.10 -0.04
C -3.0467 -0.5312 -0.6751 -0.05 0.11 0.05
N -1.9396 -1.1296 -0.4507 0.22 -0.17 -0.19
C -1.8580 -2.5417 -0.4358 0.03 0.14 0.06
C -2.6180 -3.4225 -1.1488 0.00 -0.10 0.00
C -2.4374 -4.8140 -0.9668 0.01 0.07 0.01
C -1.5209 -5.2958 -0.0771 0.03 0.04 0.01
C -0.7001 -4.3996 0.6540 -0.01 -0.13 -0.01
C 0.2778 -4.8003 1.5945 -0.02 -0.02 -0.01
C 1.0325 -3.8581 2.2317 -0.02 0.10 -0.05
C 0.8574 -2.5015 1.8940 0.04 -0.01 0.09
N -0.0482 -2.0968 1.0351 0.23 0.06 -0.17
C -0.8513 -3.0247 0.4378 -0.07 0.12 0.00
C -4.3941 1.5154 -0.9270 0.00 0.11 0.01
H -3.7757 4.6436 0.1932 -0.01 0.00 0.00
H -1.6838 3.5436 0.9597 0.00 0.00 0.01
H -3.9398 -1.1069 -0.9273 0.01 0.01 0.03
H -3.3473 -3.0675 -1.8651 0.00 0.00 -0.01
H -3.0426 -5.5002 -1.5428 -0.01 0.00 -0.01
H -1.3986 -6.3609 0.0682 0.00 -0.01 0.01
H 0.4177 -5.8551 1.7969 0.00 -0.01 0.00
H 1.7880 -4.1276 2.9548 0.00 -0.02 0.01
H 1.4904 -1.7274 2.3119 0.00 -0.02 0.01
H -5.1562 0.9386 -1.4350 -0.01 0.00 -0.01
Cl 2.0615 6.0853 0.0269 -0.01 -0.03 0.00
C 1.8816 4.4156 0.4127 0.02 0.10 -0.01
C 2.1730 3.9596 1.6964 0.02 -0.07 0.09
Cl 2.7382 5.0506 2.9035 -0.01 0.01 -0.03
C 1.9988 2.6111 2.0225 0.01 0.05 -0.03
Cl 2.3005 1.9961 3.6040 -0.01 0.04 -0.06
C 1.5542 1.7390 1.0453 0.02 -0.13 0.14
O 1.2943 0.4345 1.2479 -0.06 0.02 -0.05
C 1.3154 2.1891 -0.2577 0.02 -0.04 0.01
O 0.9004 1.2229 -1.1062 -0.01 0.22 0.05
C 1.4393 3.5282 -0.5717 0.06 -0.03 -0.16
Cl 1.0232 4.0372 -2.1571 0.02 0.04 0.05
F -0.2623 -0.0320 -5.3374 -0.14 0.11 0.11
C -0.6066 -0.1613 -4.0616 0.19 0.07 -0.26
F -1.7786 -0.7961 -3.9939 -0.09 -0.07 0.09
F -0.7390 1.0215 -3.4867 0.00 -0.04 0.00
S 0.6664 -1.2290 -3.2444 -0.31 -0.67 0.34
O 0.2240 -1.2176 -1.8177 -0.19 0.26 -0.41
O 0.4601 -2.5250 -3.8112 0.14 0.16 -0.03
N 2.0671 -0.6915 -3.4233 0.26 0.35 -0.18
S 2.7277 0.7384 -3.6710 0.00 -0.04 0.18
O 1.8663 1.6692 -4.3262 -0.02 -0.13 -0.04
O 3.5187 1.1524 -2.5556 0.06 -0.04 -0.03
C 3.9492 0.2000 -4.9361 0.06 0.16 -0.08
F 3.3454 -0.3175 -6.0005 0.03 0.02 0.05
F 4.6533 1.2710 -5.3122 -0.03 -0.15 0.00
F 4.7902 -0.7084 -4.4328 -0.01 0.02 0.00
N 7.1688 -2.0778 -2.1810 0.03 0.05 0.07
C 6.3302 -2.9971 -1.6400 -0.04 -0.06 -0.06
O 6.5963 -4.1785 -1.5553 0.00 0.00 0.02
C 5.0183 -2.4500 -1.1498 0.03 -0.03 0.00
C 4.9046 -1.2061 -0.5553 -0.05 0.05 -0.01
C 3.6469 -0.7648 -0.1678 0.04 0.04 -0.12
N 2.5443 -1.4731 -0.3708 -0.20 -0.01 0.09
C 2.6660 -2.6848 -0.9199 0.00 -0.03 -0.03
C 3.8754 -3.2249 -1.3056 -0.03 0.06 0.01
H 8.0248 -2.4118 -2.5899 0.00 -0.01 -0.02
H 6.8406 -1.1604 -2.4265 0.00 0.00 -0.03
H 5.7660 -0.5729 -0.3929 0.01 0.00 0.00
H 3.5202 0.2080 0.2874 0.01 0.00 0.02
H 1.7422 -3.2299 -1.0876 0.01 -0.01 0.02
H 3.9365 -4.2085 -1.7484 0.02 -0.01 -0.01
```
Positions in Å, forces in eV/Å.

Summary:
Energy above the lowest of the compared OMol25 structures with the same formula, charge and spin in kcal/mol: 13.4
Electronic energy in eV: -236428.068
2S+1: 1
HOMO-LUMO gap in eV: 6.87
Highest occupied orbital energy in eV: -8.36
M in g mol⁻¹: 1022.19